Computed, not measured: a cluster of 2 separate species, C4H12 in total, with ωB97M-V/def2-TZVPD.

Computed properties:
F_max ... 0.01706 hartree/bohr
Molar mass ... 60.1 g/mol
Structure (SMILES) ... CC.CC
Calculated total energy ... -4342.39284 eV
ΔE to the lowest compared entry with this formula, charge and spin ... 3.1 kcal per mole

Geometry as XYZ:
```
16
Properties=species:S:1:pos:R:3:forces:R:3:nbo_charge:R:1
C -1.27144 1.55247 2.11888 0.072 0.229 -0.297 -0.611
C -1.32684 1.59502 0.58691 -0.109 0.701 -0.015 -0.610
H -2.13365 2.07342 2.53741 -0.058 -0.314 0.127 0.204
H -1.23213 0.52425 2.47061 -0.048 0.043 0.215 0.205
H -0.39452 2.08101 2.49179 0.054 -0.070 0.031 0.204
H -1.94973 2.43891 0.25672 0.070 -0.313 -0.006 0.202
H -1.72382 0.68191 0.16010 -0.156 -0.118 -0.069 0.204
H -0.35132 1.77516 0.14290 0.184 -0.170 0.006 0.203
C 0.67432 -1.98737 -1.08912 0.552 0.173 -0.187 -0.604
C 1.89390 -1.22707 -1.62285 0.041 0.473 0.738 -0.604
H -0.22413 -1.42311 -1.34088 -0.155 -0.328 0.015 0.203
H 0.65639 -2.99937 -1.50899 -0.287 0.233 -0.006 0.202
H 0.73131 -2.09157 -0.00417 -0.061 0.060 -0.028 0.202
H 2.82507 -1.70288 -1.32043 0.064 -0.246 -0.311 0.201
H 1.96683 -0.22422 -1.18475 -0.238 -0.077 0.014 0.198
H 1.85975 -1.06657 -2.69411 0.073 -0.274 -0.226 0.202
```
Positions in Å, forces in eV/Å.